ORCA calculation (wB97M-V/def2-TZVPD) on a structure of composition C4H5N5O4P in a non-equilibrium geometry.

```
! wB97M-V def2-TZVPD RIJCOSX def2/J DEFGRID3
* xyz 1 1
C 1.62444 0.08081 0.18406
C 0.87584 -1.04549 0.43949
C 1.99782 0.00979 -1.19279
C -0.92838 -0.28294 0.21063
N 1.13076 -2.19323 -0.09269
N 2.32671 -1.14353 -1.70223
N 1.98414 -2.21297 -1.08679
N -1.81851 -1.19069 -0.22923
N -1.38012 0.42675 1.69282
O 0.19113 3.25494 -0.98125
O 1.30038 1.33995 0.56399
O 1.59144 1.13910 -1.77113
O -0.67171 0.75817 -0.64014
P 0.55965 1.88583 -0.73449
H -1.70993 -2.08330 0.11074
H -2.45738 -0.84707 -0.89632
H -0.86262 0.34127 2.54252
H -2.34272 0.22134 1.99098
H -1.41095 1.54127 1.59185
*
```

Its energy relative to the best compared isomer or geometry (same formula, charge and spin) is 0.0 kJ/mol. The value obtained for the HOMO energy is -13.76 eV. The value obtained for the frontier orbital gap is 8.6 eV.


ORCA calculation (wB97M-V/def2-TZVPD) on a cluster of 2 separate species, C4H5NO in total.

```
! wB97M-V def2-TZVPD RIJCOSX def2/J DEFGRID3
* xyz 0 1
O 1.77573 0.67473 -1.89921
C 0.77357 1.00933 -1.30742
N 0.75197 0.13182 1.38710
C 0.03130 -0.88627 1.61716
C -0.49697 0.30151 -1.44949
C -1.56285 -0.24406 -1.59899
H 0.74371 1.88908 -0.64777
H 1.09695 0.54452 2.25613
H -0.40000 -1.42361 0.76981
H -0.20876 -1.26833 2.61464
H -2.50466 -0.72873 -1.74194
*
```

Its energy relative to the best compared isomer or geometry (same formula, charge and spin) is 327.7 kJ/mol. The value obtained for the HOMO energy is -10.17 eV. The SMILES is C#CC=O.C=N. The value obtained for the frontier orbital gap is 10.6 eV.


ORCA calculation (wB97M-V/def2-TZVPD) on an isolated molecule of C4H5NO.

```
! wB97M-V def2-TZVPD RIJCOSX def2/J DEFGRID3
* xyz 0 1
O 0.08506 -0.31421 1.08910
C -0.01569 0.96267 1.49673
N -0.72294 1.78561 0.85742
C -0.58423 -0.57100 -0.15902
C 0.36031 -0.40222 -1.26488
C 1.18194 -0.26955 -2.13216
H 0.57364 1.13139 2.40871
H -0.74078 2.70700 1.27009
H -0.94347 -1.59499 -0.07343
H -1.43729 0.10111 -0.30136
H 1.93526 -0.17458 -2.88287
*
```

Its energy relative to the best compared isomer or geometry (same formula, charge and spin) is 244.1 kJ/mol. The value obtained for the HOMO energy is -10.04 eV. The SMILES is [H]/N=C/OCC#C. The value obtained for the frontier orbital gap is 11.1 eV.


ORCA calculation (wB97M-V/def2-TZVPD) on an isolated molecule of C4H5NO in a non-equilibrium geometry.

```
! wB97M-V def2-TZVPD RIJCOSX def2/J DEFGRID3
* xyz 0 1
N -0.12573 -2.44364 -0.97388
C -0.03283 -1.58069 -0.15170
C -0.99621 -0.46645 0.35010
C 0.04627 0.56272 0.48854
C 0.91969 1.32600 -0.36982
O -0.11935 1.88346 0.50567
H -1.31964 -0.88371 1.30735
H -1.87858 -0.13921 -0.22457
H 0.87282 -1.22968 0.55592
H 1.93743 1.54062 -0.05768
H 0.69614 1.43058 -1.42992
*
```

Its energy relative to the best compared isomer or geometry (same formula, charge and spin) is 553.1 kJ/mol. The value obtained for the HOMO energy (alpha / beta) is -9.36 / -8.27 eV. The value obtained for the frontier orbital gap (alpha / beta) is 9.4 / 7.7 eV.


ORCA calculation (wB97M-V/def2-TZVPD) on a structure of composition C4H5NO.

```
! wB97M-V def2-TZVPD RIJCOSX def2/J DEFGRID3
* xyz 0 1
N -0.35427 -0.16869 1.85369
C -0.07384 -0.32610 0.48823
C 0.06476 -1.52851 -0.23659
O 0.34948 -1.07749 -1.52366
C 0.39584 0.24439 -1.66144
C 0.07866 0.84287 -0.45725
H -0.60922 -1.06997 2.24423
H 0.44353 0.19389 2.36518
H -1.02482 0.34581 -0.23835
H 0.62074 0.65120 -2.63702
H 0.10916 1.89260 -0.19702
*
```

Its energy relative to the best compared isomer or geometry (same formula, charge and spin) is 453.8 kJ/mol. The value obtained for the HOMO energy is -8.44 eV. The value obtained for the frontier orbital gap is 9.1 eV.


ORCA calculation (wB97M-V/def2-TZVPD) on an isolated molecule of C4H5NO in a non-equilibrium geometry.

```
! wB97M-V def2-TZVPD RIJCOSX def2/J DEFGRID3
* xyz 0 1
C -0.09805 -0.43415 0.45059
C -0.52267 -0.32795 -0.82783
C -0.15405 0.97665 -1.21742
C 0.59230 1.52307 -0.24144
H -0.82130 -2.26233 1.19161
H 0.53073 -1.37201 2.16396
H -0.96971 -1.16317 -1.33712
H -0.14959 1.39039 -2.23903
H 1.24307 2.44773 -0.16899
N -0.19738 -1.46122 1.37199
O 0.54666 0.68298 0.85368
*
```

Its energy relative to the best compared isomer or geometry (same formula, charge and spin) is 103.4 kJ/mol. The value obtained for the HOMO energy is -7.53 eV. The SMILES is Nc1ccco1. The value obtained for the frontier orbital gap is 8.5 eV.


ORCA calculation (wB97M-V/def2-TZVPD) on an isolated molecule of C4H5NO in a non-equilibrium geometry.

```
! wB97M-V def2-TZVPD RIJCOSX def2/J DEFGRID3
* xyz 0 1
C -1.09504 0.70861 -0.15033
C 0.18370 -0.09102 -0.39837
C 0.32310 -1.26155 0.58394
O -0.31831 -1.34234 1.59680
C 1.43434 0.66492 -0.22939
N 2.46112 1.16064 -0.03325
H -1.05608 1.22975 0.80779
H -1.93885 0.01376 -0.11791
H -1.27012 1.43529 -0.94713
H 0.19661 -0.49766 -1.41807
H 1.07954 -2.02038 0.30591
*
```

Its energy relative to the best compared isomer or geometry (same formula, charge and spin) is 72.5 kJ/mol. The value obtained for the HOMO energy is -10.63 eV. The SMILES is C[C@@H](C#N)C=O. The value obtained for the frontier orbital gap is 11.2 eV.


ORCA calculation (wB97M-V/def2-TZVPD) on a cluster of 2 separate species, C4H5NO in total in a non-equilibrium geometry.

```
! wB97M-V def2-TZVPD RIJCOSX def2/J DEFGRID3
* xyz 0 1
C 0.96179 0.71308 -0.71353
C 0.31690 0.24527 0.54042
C -1.52997 -0.01144 0.24461
O -2.29549 0.88561 0.11955
C 0.71128 -1.11999 0.80192
N 0.78904 -2.27421 0.80478
H 1.94268 0.31734 -1.01385
H -0.31253 -0.40231 -1.60315
H 0.94875 1.80906 -0.86534
H 0.21696 0.94596 1.35597
H -1.74942 -1.10837 0.32861
*
```

Its energy relative to the best compared isomer or geometry (same formula, charge and spin) is 514.5 kJ/mol. The value obtained for the HOMO energy (alpha / beta) is -9.47 / -9.47 eV. The value obtained for the frontier orbital gap (alpha / beta) is 8.5 / 8.5 eV.


no.,E (eV)
1,-29147.073
2,-7763.130
3,-7763.997
4,-7760.794
5,-7761.823
6,-7765.455
7,-7765.775
8,-7761.194